i.
DFT (wB97M-V/def2-TZVPD) results for an isolated molecule of C3H4F2O.

Cartesian coordinates (Å):
H (1.5265, 0.8254, 1.5782)
F (-1.8740, 1.1989, -0.0114)
C (-0.3109, -0.6601, -0.2602)
O (1.7287, 0.2309, 0.8674)
C (1.0055, 0.0602, -0.3253)
H (1.7978, -0.3302, -1.0657)
H (-0.1962, -1.6911, -0.3669)
C (-1.6051, -0.0775, 0.0696)
F (-2.7475, -0.7128, 0.1737)
H (0.6752, 1.1564, -0.6594)

Output
- Net charge: 0
- Frontier orbital gap: 10.31 eV
- Lowest unoccupied orbital energy: 0.84 eV
- Structure (SMILES): OCC=C(F)F

---

ii.
DFT (wB97M-V/def2-TZVPD) results for a cluster of 2 separate species, C3H4F2O in total.

Cartesian coordinates (Å):
O (-2.2143, 0.0457, -0.9875)
F (1.6333, 1.4860, -0.8849)
H (-1.7391, -1.6171, 0.2555)
C (-1.4220, -0.7036, -0.1410)
C (1.7479, 0.6545, 0.1002)
H (2.2311, -0.3102, -0.0280)
C (-0.1897, -0.4008, 0.3072)
H (-2.0135, 0.9990, -1.1076)
H (1.7738, 0.9566, 1.1485)
F (0.1924, -1.1101, 1.3377)

Output
- Net charge: 0
- Frontier orbital gap: 8.64 eV
- Lowest unoccupied orbital energy: 0.24 eV

---

Tell me which of them is the most stable. Sure, it is i.

---

i.
DFT (wB97M-V/def2-TZVPD) results for a cluster of 2 separate species, C3H8NO2S in total.

Cartesian coordinates (Å):
H (-0.2859, 2.1606, 1.7966)
H (0.5386, 1.5164, 1.0043)
C (0.0273, -0.9051, -1.1821)
H (0.1848, -1.1070, 1.3247)
S (-1.8916, 0.5917, 0.8721)
O (0.5003, 2.3896, 1.3596)
C (-1.4228, -0.2503, -0.7825)
H (1.6825, -0.3704, 1.6914)
C (1.1706, -0.4177, -0.4409)
H (-0.0694, -2.0156, -1.0648)
H (-1.4338, 0.5415, -1.5298)
H (0.0969, -0.7685, -2.2734)
O (1.9045, 0.5043, -0.8121)
N (1.1469, -0.8254, 0.9309)
H (-2.1489, -1.0442, -0.8940)

Output
- Net charge: -1
- Frontier orbital gap: 7.13 eV
- Lowest unoccupied orbital energy: 3.97 eV

---

ii.
DFT (wB97M-V/def2-TZVPD) results for a cluster of 2 separate species, C3H8NO2S in total.

Cartesian coordinates (Å):
H (-0.8147, 0.2680, -0.6175)
C (1.6478, 0.6607, -0.7816)
H (0.8324, -0.9513, -1.8828)
C (0.9721, -0.7322, -0.8291)
O (-2.1677, -1.2998, 0.9144)
N (-0.3722, -0.5780, -0.2726)
O (-1.9048, 1.7677, 2.0465)
S (1.2449, 1.6624, -2.2141)
H (-1.9146, 0.8002, 1.9664)
C (-1.0450, -1.4695, 0.4408)
H (1.2602, 1.1458, 0.1142)
H (-0.5106, -2.4105, 0.6336)
H (-1.4853, 2.0318, 1.2086)
H (2.6900, 0.5244, -0.4957)
H (1.5676, -1.4197, -0.2309)

Output
- Net charge: -1
- Frontier orbital gap: 6.67 eV
- Lowest unoccupied orbital energy: 3.68 eV

---

Tell me which of them is the most stable. Sure, it is ii.

---

i.
DFT (wB97M-V/def2-TZVPD) results for an isolated molecule of C3H2N2OS.

Cartesian coordinates (Å):
O (-0.4761, 1.2863, 0.8664)
S (-2.0327, 1.1057, 0.0336)
C (0.7391, 0.7957, 0.3838)
C (0.1022, -1.5004, 0.0124)
H (1.8911, -0.7150, -0.7525)
N (-2.0077, 0.2295, -1.1079)
H (1.4829, 1.5397, 0.4973)
N (-0.5872, -2.3385, 0.2914)
C (0.8882, -0.4030, -0.2245)

Output
- Net charge: 0
- Frontier orbital gap: 8.78 eV
- Lowest unoccupied orbital energy: -1.13 eV

---

ii.
DFT (wB97M-V/def2-TZVPD) results for an isolated molecule of C3H2N2OS.

Cartesian coordinates (Å):
O (4.1882, -0.8581, 0.6552)
N (1.8944, -0.8287, -0.0778)
C (1.2744, 1.6329, -0.0445)
N (2.3767, 2.0034, -0.0716)
C (0.6876, -0.4992, -0.3694)
S (3.2510, -0.2810, -0.2877)
H (-0.7740, 1.1935, -0.1171)
H (0.0645, -1.2770, -0.6412)
C (0.2442, 0.7369, 0.0040)

Output
- Net charge: 0
- Frontier orbital gap: 8.66 eV
- Lowest unoccupied orbital energy: -0.77 eV

---

Tell me which of them is the most stable. Sure, it is ii.

---

i.
DFT (wB97M-V/def2-TZVPD) results for an isolated molecule of C3H2N2OS.

Cartesian coordinates (Å):
C (-0.0127, 0.9112, 1.4159)
C (0.6141, -0.3076, -0.3222)
N (1.4110, -0.9129, -1.0861)
H (0.1114, 1.4763, 2.3627)
N (0.9959, 0.3873, 0.8443)
S (-1.6348, 0.7291, 0.7348)
C (-0.8997, -0.2310, -0.5800)
O (-1.4582, -0.7471, -1.5209)
H (0.8729, -1.3054, -1.8486)

Output
- Net charge: 0
- Frontier orbital gap: 9.16 eV
- Lowest unoccupied orbital energy: -1.07 eV
- Structure (SMILES): [H]/N=C1/N=CSC1=O

---

ii.
DFT (wB97M-V/def2-TZVPD) results for an isolated molecule of C3H2N2OS.

Cartesian coordinates (Å):
H (-1.5537, 1.2365, 0.7379)
C (-1.5009, 0.2097, 0.2100)
C (0.9540, 0.5821, -0.1659)
C (-0.1802, -0.2629, -0.0578)
O (1.6621, -1.3602, -0.0443)
N (0.3824, -1.5250, 0.0498)
N (2.1159, 0.0058, -0.0189)
S (-2.8967, -0.6366, -0.1296)
H (1.0170, 1.7506, -0.5810)

Output
- Net charge: 0
- Frontier orbital gap: 7.84 eV
- Lowest unoccupied orbital energy: -1.57 eV
- Structure (SMILES): S=Cc1cnon1

---

iii.
DFT (wB97M-V/def2-TZVPD) results for an isolated molecule of C3H2N2OS.

Cartesian coordinates (Å):
H (-2.1324, 1.5328, -0.0264)
C (-1.1833, -0.7305, -0.0640)
N (-0.1535, 1.3152, 0.0246)
N (0.1010, -0.9193, 0.1010)
O (3.1612, -0.9193, -0.1207)
C (-1.3753, 0.7410, 0.0233)
S (2.6762, 0.3806, 0.1457)
C (0.6510, 0.2858, 0.0414)
H (-1.7449, -1.6863, -0.1250)

Output
- Net charge: 0
- Frontier orbital gap (alpha / beta): 6.78 / 8.60 eV
- Lowest unoccupied orbital energy (alpha / beta): -2.54 / -1.33 eV

---

iv.
DFT (wB97M-V/def2-TZVPD) results for an isolated molecule of C3H2N2OS.

Cartesian coordinates (Å):
H (-0.4355, 0.4448, -2.9411)
C (0.3274, 0.6728, 1.1986)
N (-0.4438, -1.0661, -0.0332)
C (-0.2379, -0.0596, -1.0155)
N (-0.4263, -0.2864, -2.2460)
S (0.8011, 1.2930, -0.4000)
C (0.0253, -0.7921, 1.0803)
H (0.2621, -1.5404, 2.0520)
O (0.1276, 1.3341, 2.3048)

Output
- Net charge: 0
- Frontier orbital gap: 8.90 eV
- Lowest unoccupied orbital energy: -1.17 eV
- Structure (SMILES): [H]/N=C1/N=CC(=O)S1

---

Tell me which of them is the most stable. Sure, it is i.

---

i.
DFT (wB97M-V/def2-TZVPD) results for the ion C8H10N3 with charge +1.

Cartesian coordinates (Å):
H (1.1188, 1.6368, 1.4884)
C (1.1149, 2.0722, 0.5453)
C (0.1837, -2.4986, -0.6251)
H (0.2828, 1.8268, -1.4937)
N (-2.0551, 1.6680, 0.3154)
H (0.7825, -2.7710, 0.1253)
N (0.0147, -1.0897, -0.5132)
H (1.8578, -0.4927, -0.6773)
H (0.6413, 2.9899, 0.7029)
H (-0.8143, -3.1233, -0.5850)
C (0.8790, -0.1187, -0.5550)
H (-4.1782, -1.0126, 0.6147)
H (0.6577, -2.8835, -1.6704)
C (-3.3465, -0.3855, 0.4250)
N (-2.3127, -1.1910, 0.1862)
C (-1.0917, 0.9059, -0.1874)
H (-3.9796, 1.6519, 1.0641)
C (-3.1639, 0.9937, 0.6581)
H (2.1748, 1.9528, 0.4106)
C (0.3470, 1.1979, -0.4505)
C (-1.2372, -0.5401, -0.1736)

Output
- Net charge: +1
- Frontier orbital gap: 8.58 eV
- Lowest unoccupied orbital energy: -5.14 eV
- Structure (SMILES): C[C@H]1C=[N+](C)c2nccnc21

---

ii.
DFT (wB97M-V/def2-TZVPD) results for the ion C8H10N3 with charge +1.

Cartesian coordinates (Å):
C (-1.5087, 0.5592, 0.5054)
H (-1.3353, -0.7873, -1.1473)
H (-2.8109, -2.5238, 0.2701)
C (2.9005, 0.2864, -0.7844)
N (0.8113, -0.6079, 0.6567)
H (3.6568, 0.6480, -1.4921)
H (1.9804, -2.2140, 1.2060)
C (-0.3069, 2.5622, -0.1796)
N (-0.5197, 1.3407, 0.0250)
H (-3.7618, -1.3799, -0.6587)
C (-2.9074, -1.4417, 0.0909)
C (1.9046, -1.2702, 0.6462)
H (0.7407, 2.8224, -0.4406)
N (1.8480, 1.1139, -0.6792)
H (3.7805, -1.6122, -0.0700)
H (-3.3539, -0.9297, 0.9826)
H (-1.9659, 0.9607, 1.4172)
C (2.9443, -0.8807, -0.0890)
C (0.8436, 0.5177, -0.0154)
H (-1.0895, 3.3724, -0.0442)
C (-1.8508, -0.5363, -0.1997)

Output
- Net charge: +1
- Frontier orbital gap: 8.81 eV
- Lowest unoccupied orbital energy: -4.71 eV
- Structure (SMILES): C=[N+](/C=C/C)c1ncccn1

---

Tell me which of them is the most stable. Sure, it is i.

---

i.
DFT (wB97M-V/def2-TZVPD) results for a cluster of 2 separate species, C4H8N4OS in total.

Cartesian coordinates (Å):
C (2.3146, -1.1278, -1.0080)
C (0.3580, 2.3491, 0.4120)
H (3.2328, -2.1311, 0.3513)
H (1.3727, -0.9479, -1.5164)
H (0.4895, 0.7342, 1.9398)
N (-0.2156, 2.4257, -0.7763)
S (-1.2790, -1.2624, -0.0147)
N (-2.3079, -0.9977, 1.3470)
O (-2.0857, -1.1959, -1.2342)
H (3.1645, -0.5379, -1.3651)
H (-2.5923, -1.8615, 1.7854)
N (2.3292, -1.9815, -0.0966)
H (-3.1153, -0.4400, 1.1007)
C (0.1528, 1.0909, 0.9910)
N (-0.7847, 1.2488, -0.9770)
H (0.8853, 3.1920, 0.8079)
H (-1.3151, 1.0352, -1.8093)
C (-0.6039, 0.4078, 0.0625)

Output
- Net charge: 0
- Frontier orbital gap: 10.06 eV
- Lowest unoccupied orbital energy: 0.61 eV

---

ii.
DFT (wB97M-V/def2-TZVPD) results for a cluster of 2 separate species, C4H8N4OS in total.

Cartesian coordinates (Å):
O (3.2107, -1.4065, 0.8453)
H (-0.6305, 1.4906, 0.4161)
N (2.0702, 1.9804, -0.9266)
C (-0.7302, 0.4439, 0.7516)
S (2.4102, -1.5447, -0.4014)
H (-1.9942, 0.2901, -0.9821)
C (-0.2025, -0.6700, -1.2092)
H (-0.1225, 0.2166, -1.8718)
H (-1.9090, -1.1865, -0.0343)
H (-1.0418, 0.2845, 1.7513)
H (-0.3011, -1.5539, -1.7363)
N (2.9790, 1.6113, -0.3749)
H (1.1258, -0.3738, 1.6874)
H (4.7317, 0.8949, 0.5036)
N (3.8729, 1.4198, 0.3639)
C (0.8805, -0.8305, -0.2092)
C (-1.4331, -0.2509, -0.3822)
N (0.5851, -0.1707, 0.8472)

Output
- Net charge: 0
- Frontier orbital gap: 8.34 eV
- Lowest unoccupied orbital energy: 0.81 eV

---

Tell me which of them is the most stable. Sure, it is i.